170
Properties=species:S:1:pos:R:3:forces:R:3:mulliken_charge:R:1 method="wB97M-V/def2-TZVPD" largest_force_ev_per_a=3.4 gap_ha=0.3442 homo_ev=-8.95 total_energy_ev=-78631.092
C -4.536698 -0.421269 -1.363847 0.31 -0.87 0.84 0.54
O -5.324955 -1.508876 -0.905905 -0.09 -0.08 -0.53 -0.27
C -6.659233 -1.375724 -1.391488 0.59 1.19 0.55 -1.01
C -7.455932 -2.588385 -0.994233 -0.46 1.75 0.61 0.69
C -8.919792 -2.264662 -1.283701 0.04 -0.81 -1.79 -1.36
N -7.410753 -2.778559 0.466398 0.37 -1.05 -0.57 -0.74
H -4.882618 0.477266 -0.846531 -0.09 0.41 -0.71 0.37
H -4.524808 -0.440607 -2.453732 -0.24 0.72 -0.02 -0.41
H -3.506007 -0.578901 -1.041585 -0.06 -0.20 0.07 -0.14
H -7.077012 -0.442907 -0.984132 -0.20 -0.16 0.47 0.37
H -6.670820 -1.140522 -2.463517 0.11 -0.69 -0.24 0.30
H -7.014462 -3.386850 -1.601529 -0.47 -0.43 0.23 0.26
H -9.605053 -3.103126 -1.148264 0.21 -0.14 0.25 0.36
H -8.945685 -2.062168 -2.362818 -0.45 0.27 0.05 0.34
H -9.321896 -1.422399 -0.728693 0.39 0.09 0.13 0.37
H -6.475631 -2.654061 0.842803 0.10 -0.06 -0.24 0.27
H -7.601611 -3.778414 0.493401 -0.05 0.07 0.99 0.29
C 5.518457 -8.149066 -3.395258 -1.41 -0.65 -0.52 -0.74
O 5.493637 -7.102804 -2.473777 0.51 0.52 0.69 -0.31
C 4.259664 -6.421502 -2.341780 0.15 1.21 -0.11 -0.83
C 4.299508 -5.417598 -1.170482 0.63 -0.79 0.41 0.66
C 3.167297 -4.426696 -1.130911 -1.28 0.72 0.26 -1.38
N 5.550587 -4.655233 -1.106219 -0.02 -0.04 -0.84 -0.61
H 6.478852 -8.646829 -3.509601 0.22 0.38 0.58 0.26
H 5.213964 -7.859185 -4.409267 0.02 0.38 0.04 0.30
H 4.770317 -8.885847 -3.073834 0.17 -0.30 -0.12 0.30
H 4.064335 -5.839659 -3.247911 -0.05 -0.13 -0.28 0.42
H 3.402237 -7.070954 -2.148936 0.10 -0.39 -0.15 0.38
H 4.247974 -6.029975 -0.260417 -0.31 -0.14 0.05 0.08
H 3.318024 -3.820935 -0.235716 0.01 0.13 -0.06 0.25
H 2.130585 -4.764053 -1.022394 0.26 -0.89 0.14 0.42
H 3.048093 -3.730199 -1.963465 0.82 -0.09 -0.21 0.36
H 6.338929 -5.264571 -1.284748 0.02 0.01 0.13 0.25
H 5.648594 -4.225693 -0.196952 0.08 -0.05 0.02 0.22
C 7.803414 0.862810 -2.383990 -0.77 -0.74 0.82 -0.81
O 6.561533 1.070246 -1.724052 -0.39 0.79 -0.47 -0.24
C 5.700454 -0.035372 -1.662318 0.30 -0.89 -0.19 -1.06
C 4.498113 0.256258 -0.791287 -0.01 -0.28 1.41 1.87
C 3.648298 -0.995064 -0.607026 0.14 -0.20 -0.97 -1.84
N 3.627469 1.286428 -1.321651 0.11 0.34 -0.58 -0.73
H 8.252477 0.016456 -1.852642 0.67 0.18 -0.13 0.34
H 8.348435 1.794529 -2.271471 0.25 -0.15 -0.07 0.23
H 7.721917 0.566169 -3.432711 -0.27 0.23 -0.11 0.29
H 5.376612 -0.422269 -2.638888 -0.19 0.66 -0.33 0.43
H 6.256288 -0.913031 -1.299137 -0.01 0.08 0.59 0.37
H 4.819451 0.600880 0.203155 0.59 -0.32 -0.04 -0.53
H 2.768189 -0.855802 0.020236 0.03 0.22 -0.03 0.27
H 4.175151 -1.886532 -0.270755 0.32 0.26 0.15 0.46
H 3.317889 -1.206951 -1.628726 -0.41 -0.29 0.15 0.39
H 4.135430 2.164923 -1.347848 -0.11 0.05 -0.11 0.37
H 2.870902 1.393462 -0.658724 -0.03 0.18 -0.14 -0.32
C -2.461772 0.531771 4.560159 -0.26 0.32 1.43 -0.51
O -3.693745 0.540864 5.276586 -0.13 -1.16 -0.35 -0.39
C -3.878096 -0.600624 6.086754 -0.11 -0.10 0.98 -0.75
C -5.111240 -0.385826 6.978644 1.44 0.37 -1.06 0.47
C -5.066898 -1.416785 8.089268 -0.81 0.14 0.65 -1.51
N -6.320362 -0.502864 6.148906 0.26 -0.39 0.48 -0.79
H -1.649528 0.571141 5.297397 0.15 0.26 -0.05 0.31
H -2.519772 1.476311 4.026728 0.53 -0.38 -0.63 0.27
H -2.267564 -0.397489 4.020464 -0.45 0.24 -0.64 0.21
H -4.101286 -1.567219 5.612742 0.33 0.23 -0.94 0.25
H -2.982716 -0.793335 6.691470 0.14 0.26 0.12 0.37
H -4.978455 0.651800 7.294028 -0.52 -0.10 0.54 0.37
H -4.536890 -1.093599 8.985486 0.03 0.29 -0.12 0.35
H -4.608905 -2.373680 7.828419 -0.10 0.05 -0.45 0.33
H -6.103281 -1.600426 8.381562 0.07 -0.19 0.17 0.44
H -6.163707 0.023546 5.294677 -0.07 0.13 0.03 0.30
H -6.301034 -1.479900 5.860891 -0.47 0.03 -0.17 0.28
C -4.902664 4.305010 -2.870173 -1.01 0.51 -1.00 -0.75
O -3.827864 5.186698 -2.751064 0.81 -0.53 0.34 -0.37
C -2.666237 4.505453 -2.267489 0.17 1.55 -0.64 -1.09
C -1.444201 5.405545 -2.512044 1.11 1.38 -0.54 0.69
C -1.477973 6.777693 -1.782938 -0.41 -1.33 1.33 -1.23
N -1.216925 5.731697 -3.944079 -1.03 -1.23 0.32 -0.83
H -5.209799 3.850223 -1.923258 0.09 -0.04 -0.01 0.29
H -4.757751 3.552985 -3.657091 0.41 -0.30 0.35 0.28
H -5.713296 4.912443 -3.285867 -0.19 -0.07 0.45 0.29
H -2.798520 4.317060 -1.198061 0.08 -0.35 0.05 0.54
H -2.499652 3.600804 -2.861883 -0.16 -0.31 0.30 0.51
H -0.561007 4.801660 -2.283968 -0.12 0.13 0.64 0.14
H -1.207562 7.670897 -2.338833 -0.02 -0.32 -0.47 0.39
H -0.816700 6.752408 -0.913368 -0.04 0.06 0.05 0.22
H -2.500684 6.857683 -1.407644 0.05 0.55 0.05 0.33
H -1.607549 4.873361 -4.339030 0.36 0.39 -1.09 0.30
H -1.876747 6.463806 -4.192448 -0.08 -0.09 -0.13 0.28
C -2.340121 -3.782537 -7.564361 -0.01 -0.18 -0.40 -0.80
O -2.027090 -2.740950 -6.654619 0.06 -0.64 -0.45 -0.30
C -3.173119 -2.017205 -6.243090 0.54 -1.04 0.95 -0.58
C -2.729000 -0.623777 -5.892068 0.65 0.78 1.26 0.13
C -1.611267 -0.569885 -4.814083 -0.11 -1.89 -0.40 -0.95
N -3.798709 0.114727 -5.185296 -1.32 -0.46 -1.18 -0.53
H -2.338802 -3.408080 -8.591842 -0.32 0.16 -0.03 0.29
H -3.297776 -4.256869 -7.338067 -0.15 0.15 0.01 0.33
H -1.619374 -4.600949 -7.582813 0.38 0.31 0.57 0.25
H -3.977173 -2.115315 -6.979038 0.08 0.59 -0.21 0.49
H -3.562220 -2.485809 -5.323445 -0.08 -0.08 0.03 0.27
H -2.301905 -0.241016 -6.822382 -0.66 0.98 0.09 0.34
H -1.569410 0.322671 -4.196508 -0.10 0.38 -0.59 0.25
H -0.646011 -0.845172 -5.235551 0.10 0.17 0.16 0.41
H -1.889538 -1.374461 -4.121331 0.28 -0.06 0.18 0.07
H -4.682212 -0.043227 -5.679988 0.10 0.60 -0.44 0.29
H -4.025435 -0.480750 -4.388521 0.55 0.22 0.38 -0.24
C 6.108029 2.442297 2.158810 -0.58 1.18 0.57 -0.75
O 5.079705 2.615643 3.130523 0.08 0.64 -0.07 -0.43
C 4.001717 1.701675 3.120522 1.46 -0.74 0.53 -0.25
C 3.196025 1.954275 4.380126 -2.08 2.63 0.68 0.74
C 2.241520 0.830036 4.816726 1.29 -0.72 -1.07 -1.63
N 2.408153 3.243555 4.229916 -0.47 -0.41 -0.97 -0.68
H 5.743351 2.581625 1.137925 -0.15 -0.67 -0.11 0.26
H 6.681054 1.533910 2.342285 -0.06 -0.17 -0.31 0.29
H 6.726903 3.326770 2.313446 0.38 -0.25 0.11 0.34
H 3.485842 1.755901 2.155206 -0.57 0.07 0.27 -0.02
H 4.470800 0.709368 3.199470 -0.39 -0.29 -0.10 0.35
H 3.787003 2.334262 5.215729 1.16 -1.53 -0.09 0.37
H 2.920343 0.104457 5.272813 -0.45 -0.28 0.33 0.40
H 1.829165 0.329569 3.936167 -0.04 0.11 -0.10 0.17
H 1.387275 1.042359 5.454050 0.35 0.56 0.23 0.47
H 3.028875 3.971175 3.889006 0.08 -0.06 -0.04 0.16
H 2.125148 3.540873 5.155756 -0.09 -0.01 0.00 0.24
C -0.645977 -3.014301 3.254606 -0.30 -0.37 1.04 -0.49
O -0.557679 -3.989389 2.242753 0.06 0.31 -0.55 -0.07
C -0.312552 -5.314319 2.712087 -0.05 0.55 -0.25 -0.97
C 0.014914 -6.252458 1.547356 0.21 -0.22 0.60 1.19
C -1.036592 -6.288966 0.474068 0.18 0.96 -0.49 -1.44
N 0.115072 -7.596117 2.103017 0.22 -0.09 0.55 -0.74
H 0.208619 -3.036994 3.939026 0.18 -0.20 -0.05 0.41
H -1.540119 -3.182067 3.865854 -0.06 -0.13 0.11 0.40
H -0.725867 -1.976717 2.930956 0.11 -0.28 -0.92 -0.29
H 0.548713 -5.250504 3.383665 -0.01 -0.34 0.24 0.32
H -1.176420 -5.737296 3.232138 -0.09 0.18 0.20 0.31
H 0.997970 -5.947128 1.168368 -0.23 0.24 -0.45 -0.14
H -1.965823 -6.759271 0.794563 0.08 -0.04 0.19 0.42
H -0.639684 -6.815177 -0.396025 -0.15 -0.04 -0.05 0.41
H -1.243515 -5.254742 0.189469 -0.19 -0.13 -0.22 0.23
H 1.027436 -7.725727 2.522435 -0.07 -0.29 -0.01 0.27
H -0.031109 -8.297648 1.391643 0.15 -0.04 -0.02 0.25
C 5.386534 9.246156 1.039810 -1.44 0.25 0.50 -0.72
O 4.675669 8.278087 1.822133 0.01 0.51 -0.71 -0.33
C 4.294562 7.172828 1.020286 -0.45 -0.95 -0.13 -0.99
C 2.906401 6.654548 1.441325 1.03 -1.05 1.30 0.77
C 2.479882 5.318373 0.804103 0.05 1.20 -1.55 -1.26
N 1.857653 7.626489 1.264887 0.34 -0.14 -0.53 -0.62
H 4.682803 9.577771 0.271012 0.40 -0.02 -0.47 0.33
H 6.316272 8.868162 0.617074 0.06 0.00 0.06 0.27
H 5.513924 10.122733 1.673362 0.50 -0.17 0.13 0.27
H 4.277829 7.355643 -0.059190 0.24 0.48 0.01 0.49
H 5.044488 6.408315 1.248374 -0.20 -0.39 -0.40 0.29
H 3.152313 6.436508 2.494669 -0.63 0.06 0.33 -0.01
H 2.170131 5.585471 -0.214140 0.34 -0.09 -0.24 0.47
H 1.540088 4.896773 1.160716 0.37 -0.10 0.87 0.26
H 3.292549 4.599610 0.710563 -0.14 -0.19 0.38 0.27
H 2.167508 8.536896 1.575947 -0.35 -0.02 0.35 0.23
H 1.035148 7.280197 1.737658 -0.14 0.56 0.14 0.23
C -0.544932 -1.865448 -0.948732 -0.17 -0.01 0.80 0.22
O 0.157730 -0.743867 -0.448189 -0.47 1.11 -0.75 -0.15
C -0.482635 0.530177 -0.809166 1.40 -1.08 1.51 -0.77
C 0.150410 1.526419 0.141393 -0.65 1.59 -0.67 2.53
C -0.237409 1.360722 1.598400 -0.17 -1.00 -0.30 -0.64
N -0.312561 2.844739 -0.284680 -0.20 0.60 -1.22 -0.04
H -0.995571 -1.653388 -1.920340 -0.32 -0.03 0.13 -0.15
H -1.234376 -2.108291 -0.133212 -0.68 -0.35 -0.64 0.20
H 0.085115 -2.749132 -1.069594 0.44 0.32 0.07 -0.17
H -0.247747 0.735437 -1.851691 -0.28 0.20 -0.07 0.53
H -1.541991 0.619229 -0.544722 -0.30 -0.79 -0.51 0.11
H 1.211359 1.543485 -0.104873 0.11 -0.31 0.79 -1.75
H -0.002719 0.350374 1.945170 0.76 0.34 0.52 -0.21
H -1.324098 1.371483 1.735984 -0.12 0.35 -0.49 0.22
H 0.151984 2.231524 2.123097 0.35 -0.53 0.60 0.45
H -0.060522 3.639066 0.283053 0.22 -0.24 0.26 0.17
H -1.304699 2.907232 -0.469947 -0.04 -0.23 0.15 -0.02